No. 1
The following is a DFT calculation (the ωB97M-V functional and the def2-TZVPD basis) of a 2-piece molecular cluster, C5H10O overall.

Each line ends with the Löwdin charge.
Element x y z (Å)
1 C -1.27 1.60 1.10  -0.133
2 C 0.32 0.66 -0.28  0.045
3 C 0.06 -0.69 0.11  -0.581
4 O -0.07 -0.83 1.40  -0.008
5 C 0.11 -1.75 -0.91  -0.072
6 C 1.42 -1.00 -0.91  -0.027
7 H -0.79 2.59 1.14  0.002
8 H -1.90 1.55 1.99  0.006
9 H -1.97 1.63 0.25  0.002
10 H 1.02 1.22 0.32  0.103
11 H 0.08 1.04 -1.26  0.114
12 H -0.57 0.24 1.53  0.102
13 H 0.13 -2.76 -0.50  0.123
14 H -0.50 -1.65 -1.81  0.119
15 H 2.26 -1.38 -0.34  0.108
16 H 1.69 -0.48 -1.83  0.098

Properties
- E_LUMO (hartree) = 0.029
- Kohn-Sham gap (hartree) = 0.3190
- E (eV) = -7389.1548
- highest occupied orbital energy (Eh) = -0.290
- energy relative to the best compared isomer or geometry (same formula, charge and spin) (kcal per mole) = 129.38
- net charge = 0
- spin multiplicity = 1

=====

No. 2
The following is a DFT calculation (the ωB97M-V functional and the def2-TZVPD basis) of a 2-piece molecular cluster, C5H10O overall at a distorted geometry.

Each line ends with the Löwdin charge.
Element x y z (Å)
1 C 0.66 0.81 -0.74  -0.014
2 C 1.74 0.02 -0.85  -0.148
3 C 2.51 -0.25 0.37  -0.279
4 O 2.13 0.08 1.48  0.025
5 H -0.10 0.90 -1.51  0.092
6 H 0.49 1.36 0.18  0.094
7 H 1.93 -0.55 -1.75  0.102
8 H 3.46 -0.79 0.25  0.113
9 C -2.22 0.21 0.08  -0.158
10 C -1.00 -0.57 0.56  -0.188
11 H -3.08 -0.08 0.69  0.063
12 H -2.12 1.30 0.17  0.067
13 H -2.47 -0.01 -0.96  0.067
14 H -0.63 -0.22 1.54  0.084
15 H -1.18 -1.64 0.58  0.077
16 H -0.13 -0.58 -0.09  0.002

Properties
- E_LUMO (hartree) = 0.007
- Kohn-Sham gap (hartree) = 0.3550
- E (eV) = -7392.4124
- SMILES string = C=CC=O.CC
- highest occupied orbital energy (Eh) = -0.348
- energy relative to the best compared isomer or geometry (same formula, charge and spin) (kcal per mole) = 54.26
- net charge = 0
- spin multiplicity = 1

=====

No. 3
The following is a DFT calculation (the ωB97M-V functional and the def2-TZVPD basis) of a 3-piece molecular cluster, C5H10O overall.

Each line ends with the Löwdin charge.
Element x y z (Å)
1 C 0.35 -1.79 0.39  -0.087
2 C 0.86 -0.95 -0.77  -0.309
3 C 0.07 0.10 -1.49  -0.066
4 C 1.05 0.54 -0.76  -0.066
5 H 1.17 -2.09 1.05  0.072
6 H -0.41 -1.29 1.00  0.045
7 H -0.09 -2.71 -0.01  0.072
8 H 1.58 -1.50 -1.38  0.107
9 H -0.71 0.31 -2.21  0.094
10 H 1.68 1.37 -0.50  0.096
11 H -2.08 0.17 -0.34  0.066
12 H -2.04 0.27 0.39  0.062
13 C -0.35 1.90 1.15  -0.196
14 O -0.87 1.11 1.90  -0.053
15 H 0.65 2.32 1.36  0.085
16 H -0.84 2.24 0.22  0.079

Properties
- E_LUMO (hartree) = 0.028
- Kohn-Sham gap (hartree) = 0.3754
- E (eV) = -7389.9220
- SMILES string = CC1C=C1.[H][H].C=O
- highest occupied orbital energy (Eh) = -0.347
- energy relative to the best compared isomer or geometry (same formula, charge and spin) (kcal per mole) = 111.69
- net charge = 0
- spin multiplicity = 1

=====

No. 4
The following is a DFT calculation (the ωB97M-V functional and the def2-TZVPD basis) of C5H10O as an isolated structure.

Each line ends with the Löwdin charge.
Element x y z (Å)
1 C 2.46 -0.29 -0.19  -0.130
2 C 1.22 0.42 -0.71  -0.174
3 C -0.16 0.35 0.62  -0.469
4 O 0.25 0.32 1.76  0.045
5 C -1.34 0.10 -0.09  -0.146
6 C -2.67 -0.21 0.55  -0.087
7 H 3.37 0.09 -0.68  0.074
8 H 2.55 -0.11 0.89  0.073
9 H 2.41 -1.37 -0.36  0.078
10 H 0.98 0.17 -1.76  0.103
11 H 1.29 1.51 -0.66  0.105
12 H 0.08 -0.50 -0.40  0.188
13 H -1.35 0.38 -1.14  0.108
14 H -3.29 0.70 0.66  0.079
15 H -3.24 -0.92 -0.06  0.074
16 H -2.54 -0.64 1.55  0.079

Properties
- E_LUMO (hartree) = 0.032
- Kohn-Sham gap (hartree) = 0.3451
- E (eV) = -7390.8992
- highest occupied orbital energy (Eh) = -0.313
- energy relative to the best compared isomer or geometry (same formula, charge and spin) (kcal per mole) = 89.16
- net charge = 0
- spin multiplicity = 1

=====

No. 5
The following is a DFT calculation (the ωB97M-V functional and the def2-TZVPD basis) of a 2-piece molecular cluster, C5H10O overall.

Each line ends with the Löwdin charge.
Element x y z (Å)
1 C 0.44 -1.59 0.15  -0.040
2 C 0.23 -0.46 -0.78  -0.315
3 C -0.51 0.16 -1.65  -0.034
4 C 0.98 0.39 -1.75  -0.108
5 H 0.68 -2.44 -0.49  0.091
6 H 1.28 -1.42 0.83  0.089
7 H -0.46 -1.83 0.72  0.078
8 H -1.45 0.18 -2.16  0.095
9 H 1.44 1.33 -1.44  0.083
10 H 1.55 -0.15 -2.51  0.081
11 C -0.80 0.85 1.85  -0.169
12 O 0.13 1.35 0.92  -0.142
13 H -1.18 1.67 2.47  0.076
14 H -1.65 0.34 1.38  0.085
15 H -0.29 0.13 2.50  0.079
16 H -0.34 1.45 0.07  0.050

Properties
- E_LUMO (hartree) = 0.037
- Kohn-Sham gap (hartree) = 0.3641
- E (eV) = -7391.3028
- SMILES string = CC1=CC1.CO
- highest occupied orbital energy (Eh) = -0.327
- energy relative to the best compared isomer or geometry (same formula, charge and spin) (kcal per mole) = 79.85
- net charge = 0
- spin multiplicity = 1

=====

No. 6
The following is a DFT calculation (the ωB97M-V functional and the def2-TZVPD basis) of a 2-piece molecular cluster, C5H10O overall at a distorted geometry.

Each line ends with the Löwdin charge.
Element x y z (Å)
1 C -2.52 -1.35 -1.05  -0.008
2 C -1.64 -2.28 -0.63  -0.178
3 C -0.17 -1.89 -0.57  -0.225
4 C 0.23 -0.83 0.42  -0.198
5 C 1.30 -0.06 0.36  -0.014
6 H -3.47 -1.67 -1.43  0.047
7 H -2.25 -0.30 -1.04  0.058
8 H -2.01 -3.29 -0.68  0.087
9 H 0.04 -1.67 -1.62  0.113
10 H 0.39 -2.77 -0.22  0.114
11 H -0.53 -0.69 1.19  0.102
12 H 1.37 0.75 1.09  0.047
13 H 1.88 0.16 -0.53  0.056
14 O 2.19 4.85 1.26  -0.061
15 H 1.25 4.64 1.17  0.037
16 H 2.57 4.43 0.49  0.022

Properties
- E_LUMO (hartree) = 0.027
- Kohn-Sham gap (hartree) = 0.3771
- E (eV) = -7392.4867
- SMILES string = C=CCC=C.O
- highest occupied orbital energy (Eh) = -0.350
- energy relative to the best compared isomer or geometry (same formula, charge and spin) (kcal per mole) = 52.55
- net charge = 0
- spin multiplicity = 1

=====

No. 7
The following is a DFT calculation (the ωB97M-V functional and the def2-TZVPD basis) of a 2-piece molecular cluster, C5H10O overall.

Each line ends with the Löwdin charge.
Element x y z (Å)
1 C -0.60 0.41 0.97  -0.186
2 C -0.06 -0.86 1.56  -0.184
3 C -1.45 -0.41 1.90  -0.165
4 H -0.88 0.39 -0.07  0.054
5 H -0.19 1.35 1.32  0.103
6 H 0.06 -1.73 0.92  0.090
7 H 0.71 -0.78 2.32  0.093
8 H -2.27 -0.95 1.44  0.097
9 H -1.65 -0.04 2.90  0.092
10 C 1.39 0.05 -1.60  -0.050
11 C 0.26 0.78 -2.28  -0.307
12 O -0.92 0.52 -2.17  0.022
13 H 1.95 -0.52 -2.35  0.087
14 H 2.08 0.77 -1.14  0.087
15 H 1.03 -0.63 -0.83  0.051
16 H 0.55 1.66 -2.90  0.117

Properties
- E_LUMO (hartree) = 0.040
- Kohn-Sham gap (hartree) = 0.4076
- E (eV) = -7393.1174
- SMILES string = C1CC1.CC=O
- highest occupied orbital energy (Eh) = -0.368
- energy relative to the best compared isomer or geometry (same formula, charge and spin) (kcal per mole) = 38.00
- net charge = 0
- spin multiplicity = 1

=====

No. 8
The following is a DFT calculation (the ωB97M-V functional and the def2-TZVPD basis) of a 2-piece molecular cluster, C5H10O overall at a distorted geometry.

Each line ends with the Löwdin charge.
Element x y z (Å)
1 C 2.70 0.05 1.89  -0.017
2 C 1.86 -0.97 1.64  -0.251
3 C 2.23 -2.26 0.95  -0.125
4 H 2.46 0.73 2.69  0.046
5 H 3.56 0.09 1.23  0.056
6 H 0.78 -0.88 1.69  0.086
7 H 2.82 -2.12 0.04  0.072
8 H 2.66 -2.95 1.67  0.072
9 H 1.31 -2.75 0.62  0.062
10 C -2.48 1.30 -2.57  0.000
11 C -3.42 1.62 -1.68  -0.296
12 O -3.24 1.81 -0.35  -0.017
13 H -2.81 0.68 -3.39  0.051
14 H -1.48 1.64 -2.36  0.055
15 H -4.49 1.63 -1.91  0.106
16 H -2.47 2.37 -0.15  0.101

Properties
- E_LUMO (hartree) = 0.029
- Kohn-Sham gap (hartree) = 0.3627
- E (eV) = -7391.6579
- SMILES string = C=CC.C=CO
- highest occupied orbital energy (Eh) = -0.334
- energy relative to the best compared isomer or geometry (same formula, charge and spin) (kcal per mole) = 71.66
- net charge = 0
- spin multiplicity = 1